[1]
C13H17P in the gas phase at a distorted geometry. Source: the Open Molecules 2025 dataset; level of theory: wB97M-V/def2-TZVPD.

Last column: natural (NBO) charge in e.
Positions of all 31 atoms, in Å:
C 2.1576 -1.7944 -0.0735  -0.64
C 1.0183 -0.8131 0.0792  0.10
C 1.2793 0.5698 0.0499  -0.61
C 2.6973 1.1479 0.0804  -0.62
P 0.0276 1.5742 0.5667  1.34
C 0.0985 3.2079 -0.2162  -0.93
C -1.4515 0.5939 0.1933  -0.41
C -2.6130 1.3658 0.0375  -0.19
C -3.8936 0.7157 -0.0384  -0.25
C -3.9260 -0.7091 -0.0283  -0.19
C -2.7352 -1.4819 -0.0065  -0.25
C -1.4789 -0.8550 0.0780  0.07
C -0.2428 -1.4933 0.0705  -0.16
C -0.2536 -3.0548 0.0725  -0.61
H 2.0700 -2.4486 -0.9621  0.22
H 2.0234 -2.4488 0.7620  0.22
H 3.1239 -1.2429 -0.1053  0.21
H 3.3058 0.9435 -0.8650  0.22
H 3.3770 0.9194 0.9152  0.21
H 2.4108 2.2013 0.1859  0.19
H -0.4425 2.0979 1.8495  -0.10
H 0.2988 3.1023 -1.2087  0.24
H 0.9484 3.6634 0.1846  0.24
H -0.8212 3.7445 0.0325  0.25
H -2.6768 2.4124 0.2469  0.20
H -4.8100 1.1897 -0.2999  0.21
H -4.8588 -1.1879 -0.3751  0.21
H -2.8603 -2.5539 -0.1780  0.21
H -1.2157 -3.2989 0.2940  0.20
H 0.3797 -3.3957 0.8217  0.20
H -0.0667 -3.3750 -0.9779  0.21

The multiplicity is 1. The strongest force on any atom comes out at 4.29 eV Å⁻¹. The value obtained for the LUMO energy is 0.0267 Eh. The gap between HOMO and LUMO is 7.09 eV. The electronic energy comes out at -23042.568 eV. The relative energy (zero: lowest compared OMol25 entry of this formula, charge and spin) comes out at 161.5 kJ/mol. The SMILES is CC1=C(C)[P@@H](C)=c2ccccc2=C1C.

=====

[2]
2 unconnected molecules or ions with the total composition C4H12 at a distorted geometry. Source: the Open Molecules 2025 dataset; level of theory: wB97M-V/def2-TZVPD.

Last column: natural (NBO) charge in e.
Positions of all 16 atoms, in Å:
C -0.6834 0.3821 1.3543  -0.62
C -2.1328 0.8554 1.1104  -0.61
H -0.6389 -0.2642 2.2283  0.21
H -0.3978 -0.2140 0.4870  0.21
H 0.0629 1.1645 1.3876  0.21
H -2.1608 1.9416 1.0392  0.21
H -2.8387 0.5682 1.8887  0.20
H -2.5267 0.4161 0.1953  0.20
C 1.2559 -1.3195 -0.9578  -0.61
C 1.5639 0.0940 -1.5086  -0.61
H 1.4036 -2.0923 -1.7158  0.20
H 1.9114 -1.4955 -0.1112  0.21
H 0.1998 -1.4249 -0.7447  0.20
H 1.9221 0.7105 -0.6846  0.20
H 0.7124 0.5630 -1.9915  0.21
H 2.4179 -0.0097 -2.1762  0.21

The multiplicity is 1. The strongest force on any atom comes out at 1.15 eV Å⁻¹. The value obtained for the LUMO energy is 0.0431 Eh. The gap between HOMO and LUMO is 12.54 eV. The electronic energy comes out at -4342.128 eV. The relative energy (zero: lowest compared OMol25 entry of this formula, charge and spin) comes out at 38.6 kJ/mol. The SMILES is CC.CC.

=====

[3]
C5H6O2 in the gas phase. Source: the Open Molecules 2025 dataset; level of theory: wB97M-V/def2-TZVPD.

Last column: natural (NBO) charge in e.
Positions of all 13 atoms, in Å:
O 2.5044 -2.2572 0.7816  -0.50
C 1.4852 -1.6222 0.8675  0.45
C 1.4074 -0.1242 0.5874  -0.60
C 0.0912 0.4437 0.8687  0.02
C -1.0226 0.8202 0.5832  -0.06
C -1.8327 1.1216 -0.6178  -0.13
O -1.1151 0.6632 -1.7526  -0.70
H 0.5153 -2.0835 1.1543  0.12
H 2.2774 0.4074 0.9916  0.26
H 1.3867 0.0060 -0.5142  0.27
H -2.8442 0.7034 -0.5787  0.19
H -1.9029 2.2002 -0.7448  0.21
H -0.9502 -0.2787 -1.6263  0.46

The multiplicity is 1. The strongest force on any atom comes out at 0.80 eV Å⁻¹. The value obtained for the LUMO energy is 0.0223 Eh. The gap between HOMO and LUMO is 10.59 eV. The electronic energy comes out at -9373.829 eV. The relative energy (zero: lowest compared OMol25 entry of this formula, charge and spin) comes out at 315.1 kJ/mol. The SMILES is O=CCC#CCO.

=====

[4]
A molecular structure, C34H25ClFN5O14SSr at a distorted geometry. Source: the Open Molecules 2025 dataset; level of theory: wB97M-V/def2-TZVPD.

Last column: Mulliken charge in e.
Positions of all 82 atoms, in Å:
Sr 1.5297 0.3999 -0.3115  2.42
O 1.4194 3.5341 2.5939  -0.90
C 1.2363 2.7134 1.6879  0.14
O 1.8154 1.6392 1.4694  -0.76
C 0.1336 3.0834 0.6705  0.55
C -0.3222 4.3962 0.5854  -0.77
C -1.2657 4.7212 -0.3664  -0.39
C -1.7376 3.7130 -1.1922  -0.88
C -1.2307 2.4345 -1.0298  -0.55
N -0.3159 2.1233 -0.1256  0.94
H 0.0909 5.1238 1.2677  0.55
H -1.6133 5.7418 -0.4767  0.36
H -2.4690 3.9139 -1.9621  0.42
H -1.5576 1.6173 -1.6624  0.42
O 3.7495 -3.3714 0.5723  -1.01
Cl 2.6895 -2.4077 0.8315  1.82
O 2.8933 -1.8909 2.1240  -0.71
O 2.7702 -1.4152 -0.1705  -0.90
O 1.4573 -3.1115 0.7591  -0.62
C -5.8007 -2.9201 1.1190  -1.68
C -5.6752 -1.5335 1.7599  0.45
C -6.2927 -1.5705 3.1565  -1.04
C -6.1770 -0.2077 3.8196  -1.10
C -4.7334 0.2059 3.8508  1.27
C -4.2674 1.0371 4.8467  -0.73
C -2.9313 1.4109 4.8717  0.04
F -2.5286 2.2284 5.8773  -0.38
C -2.0418 0.9570 3.9276  -1.16
C -2.4900 0.1053 2.9179  0.07
C -1.4925 -0.3808 1.9159  1.75
O -0.2999 -0.2252 2.0829  -0.58
C -2.1219 -1.0538 0.7960  0.30
C -3.4317 -1.3710 0.8340  -0.56
N -4.2895 -1.0919 1.8533  0.32
C -3.8490 -0.2699 2.8671  -0.61
C -1.3636 -1.4611 -0.4729  -1.05
O -1.9567 -2.2248 -1.2318  -0.82
O -0.2358 -0.9242 -0.6492  0.28
H -6.8201 -3.2829 1.2504  0.43
H -5.1173 -3.6167 1.5996  0.37
H -5.5869 -2.9014 0.0543  0.51
H -6.2263 -0.8057 1.1447  0.10
H -5.7571 -2.3124 3.7503  0.33
H -7.3383 -1.8770 3.0850  0.39
H -6.5781 -0.2371 4.8351  0.42
H -6.7616 0.5247 3.2548  0.32
H -4.9371 1.3954 5.6135  0.47
H -0.9980 1.2333 3.9408  0.71
H -3.8299 -1.9009 -0.0163  0.52
O 1.2733 4.0561 -2.2323  -0.71
C 2.3029 3.4184 -2.0231  0.15
N 2.4163 2.2991 -1.3305  -0.17
S 3.9127 1.7153 -1.2641  1.25
O 4.0438 0.4459 -1.9313  -0.52
O 4.5456 1.8350 0.0155  -0.65
C 4.6452 2.9786 -2.3461  0.05
C 5.9103 3.1726 -2.8572  -0.59
C 6.1423 4.3024 -3.6341  -0.48
C 5.1220 5.2108 -3.8804  -0.44
C 3.8471 4.9983 -3.3753  -0.52
C 3.6213 3.8663 -2.6115  -0.17
H 6.6989 2.4597 -2.6590  0.44
H 7.1258 4.4809 -4.0553  0.37
H 5.3247 6.0918 -4.4783  0.36
H 3.0371 5.6906 -3.5512  0.49
O 1.1145 0.0218 -2.5156  -0.13
C 0.2403 -0.7393 -2.5704  -0.41
N 4.5167 -5.6432 -0.8623  -0.28
C 3.6913 -5.9387 -1.8814  -0.19
O 3.6643 -7.0167 -2.4565  -0.70
C 2.8203 -4.7720 -2.2335  1.18
C 1.4384 -4.8611 -2.1139  -0.70
C 0.6788 -3.7219 -2.3340  -0.46
N 1.2303 -2.5767 -2.6832  -0.24
C 2.5369 -2.4821 -2.8191  -0.35
C 3.3826 -3.5613 -2.6227  -0.57
H 5.0716 -6.3800 -0.4554  0.22
H 4.3572 -4.7897 -0.3279  0.45
H 0.9806 -5.7913 -1.8117  0.43
H -0.3954 -3.7056 -2.2131  0.48
H 2.9092 -1.4970 -3.0603  0.56
H 4.4489 -3.4568 -2.7428  0.37

The multiplicity is 1. The strongest force on any atom comes out at 4.18 eV Å⁻¹. The value obtained for the LUMO energy is 0.1330 Eh. The net charge is -2. The gap between HOMO and LUMO is 6.53 eV. The electronic energy comes out at -98688.824 eV.

=====

[5]
C3H8N2O2 in the gas phase. Source: the Open Molecules 2025 dataset; level of theory: wB97M-V/def2-TZVPD.

Last column: natural (NBO) charge in e.
Positions of all 15 atoms, in Å:
N 1.8352 0.2487 -0.8817  -0.85
C 0.4678 0.5441 -0.5708  0.74
O 0.1788 1.7141 -1.2604  -0.70
N -0.3826 -0.5812 -0.9127  -0.65
C -1.2700 -0.8433 0.2099  -0.25
C -0.4960 -0.2678 1.3943  -0.09
O 0.2169 0.8114 0.8194  -0.55
H 2.3420 1.1246 -0.9578  0.38
H 2.2471 -0.2877 -0.1252  0.36
H -0.6805 2.0156 -0.9399  0.48
H 0.1900 -1.3745 -1.1711  0.38
H -1.4952 -1.9089 0.3041  0.21
H -2.2190 -0.3084 0.0743  0.18
H 0.1944 -1.0118 1.8222  0.16
H -1.1288 0.1249 2.1955  0.19

The multiplicity is 1. The strongest force on any atom comes out at 0.25 eV Å⁻¹. The value obtained for the LUMO energy is 0.0319 Eh. The gap between HOMO and LUMO is 10.31 eV. The electronic energy comes out at -10315.913 eV. The relative energy (zero: lowest compared OMol25 entry of this formula, charge and spin) comes out at 100.2 kJ/mol. The SMILES is N[C@@]1(O)NCCO1.

=====

Which value of multiplicity does entry 5 give? 1

=====

Among the records above, which one has the lowest gap between HOMO and LUMO? C34H25ClFN5O14SSr

=====

gap between HOMO and LUMO of number 5 (C3H8N2O2)? 10.31 eV